Entry 1:
A structure of composition C13H26N3RuS4Se, computed with wB97M-V/def2-TZVPD.

CARTESIAN COORDINATES (ANGSTROEM)
Ru -0.0401 0.8092 0.2076
C 2.7852 0.5793 -0.7792
C 2.3071 -0.8217 -0.4719
N 0.8325 -0.9200 -0.6223
C 0.3834 -1.2096 -2.0092
C 0.4042 -0.0054 -2.9311
S -0.2765 1.4749 -2.0911
C 1.0980 2.6822 -2.2127
C 1.8765 2.8506 -0.9074
N 1.9035 1.5908 -0.1186
H 3.8167 0.7114 -0.4509
H 2.7696 0.7730 -1.8484
H 2.8121 -1.5423 -1.1190
H 2.5636 -1.0689 0.5553
H 0.4821 -1.7090 -0.0688
H 0.9958 -2.0062 -2.4404
H -0.6254 -1.6013 -1.9259
H 1.3992 0.2371 -3.2966
H -0.2208 -0.1997 -3.8017
H 1.7245 2.3549 -3.0402
H 0.6615 3.6334 -2.5127
H 2.8972 3.1730 -1.1277
H 1.4276 3.6191 -0.2830
H 2.3046 1.8165 0.7887
C -0.3694 -2.6066 2.7689
C 0.7906 -1.6305 2.6094
S 0.2934 0.0976 2.3305
C -0.4995 2.6547 1.5657
C -1.0745 2.9228 0.3614
S -2.4030 0.1362 0.4027
C -3.0038 -1.0029 1.6934
C -2.8309 -2.4878 1.4540
S -1.1363 -3.0467 1.1891
H -1.1270 -2.2241 3.4523
H 0.0253 -3.5204 3.2135
H 1.4787 -1.9966 1.8516
H 1.3456 -1.5877 3.5492
H 0.4612 3.0749 1.8387
H -1.1005 2.2910 2.3883
H -0.6000 3.5836 -0.3508
H -2.1280 2.7477 0.1988
H -4.0570 -0.7436 1.8118
H -2.4786 -0.6633 2.5885
H -3.3975 -2.8235 0.5863
H -3.2422 -3.0229 2.3123
Se -3.6449 -0.3372 -1.3492
C -2.9939 -2.0002 -1.8293
N -2.5900 -3.0358 -2.1299

Atoms 1-6, force components in eV/Å:
-0.1 0.2 0.0
0.0 0.0 0.0
0.0 0.0 0.0
0.0 -0.1 0.0
0.0 0.0 0.0
0.0 0.0 0.0

Summary:
Energy above the lowest of the compared OMol25 structures with the same formula, charge and spin   0.647 eV
Spin multiplicity   2
Kohn-Sham gap (spin up / spin down)   8.0597 / 6.2646 eV
Total charge   +2
<S²>   0.7570

Entry 2:
A cluster of 2 separate species, C6H10NO in total at a distorted geometry, computed with wB97M-V/def2-TZVPD.

CARTESIAN COORDINATES (ANGSTROEM)
C 0.9153 1.1794 -4.2154
C 1.1632 0.0293 -4.4696
C -0.5502 -1.3262 1.0666
C 0.0512 -0.1706 1.7612
C -0.3506 0.4044 3.1229
C -0.3904 0.5117 -0.7110
N -0.7846 0.0375 0.5714
O 0.4454 -0.2735 -1.3631
H 0.4945 2.1832 -4.0758
H 0.0241 -2.1320 0.4957
H -1.3879 -1.8416 1.5088
H 1.0757 -0.0714 1.5464
H -0.2440 -0.1946 4.0890
H -1.3133 0.8398 3.4227
H 0.3156 1.3285 3.2816
H 1.5691 -0.9457 -4.3816
H -1.7092 0.4821 0.7025
H 0.6761 -0.0403 -2.3524

Atoms 1-6, force components in eV/Å:
-1.0 0.8 0.0
0.4 0.3 1.1
0.4 -2.5 0.8
-0.6 -1.2 2.1
1.2 1.9 2.1
1.8 0.7 -4.1

Summary:
Energy above the lowest of the compared OMol25 structures with the same formula, charge and spin   5.886 eV
Kohn-Sham gap   9.6065 eV
Total charge   +1

Entry 3:
A structure of composition H12O6Ti at a distorted geometry, computed with wB97M-V/def2-TZVPD.

CARTESIAN COORDINATES (ANGSTROEM)
Ti 0.2738 0.5458 -0.1753
O 0.8149 -0.7654 1.5771
H 0.8822 -1.7143 1.3606
H 0.1852 -0.7217 2.3111
O -1.8684 -0.4120 0.2903
H -2.6555 0.1284 0.4414
H -2.1315 -1.3188 0.5160
O 0.1263 -3.0842 -0.8208
H 0.0447 -3.5836 -1.6413
H 0.5306 -2.2384 -1.0762
O 1.3736 -0.6264 -1.9396
H 1.2987 0.2359 -2.3857
H 2.3265 -0.8280 -1.9275
O -0.7434 1.9361 1.9807
H -1.4905 1.3557 2.1785
H -0.2134 1.9512 2.7909
O 0.4404 2.6639 -1.0808
H 0.6627 3.1043 -1.9112
H 0.1431 3.3714 -0.4881

Atoms 1-6, force components in eV/Å:
-0.3 1.0 0.4
-0.2 -0.7 -0.2
0.1 0.2 0.2
0.1 0.0 -0.1
-0.1 -0.1 0.4
0.1 -0.1 -0.3

Summary:
Energy above the lowest of the compared OMol25 structures with the same formula, charge and spin   0.595 eV
Spin multiplicity   4
Kohn-Sham gap (spin up / spin down)   5.4448 / 11.0042 eV
Total charge   +1
<S²>   3.7512

Question: Which value of energy above the lowest of the compared OMol25 structures with the same formula, charge and spin does entry 2 give?
Answer: 5.886 eV